Formula: C13H52BClNO14P
Source: OMol25
Level of theory: ωB97M-V with the def2-TZVPD basis set

Multiplicity: 1
E_tot in Ha: -2461.0963
Energy relative to the best compared isomer or geometry (same formula, charge and spin) in kcal per mole: 0.0
Total charge: 0
SMILES: COCCCCP(Cl)(COC)(OC[C@H](C)C(C)C)B(N)O.O.O.O.O.O.O.O.O.O.O
Gap between HOMO and LUMO in Ha: 0.3530
LUMO level in eV: 0.2419

Element x y z (Å)
C -1.751 6.393 -1.225
O -2.329 5.134 -1.438
C -1.456 4.062 -1.126
C -2.008 2.784 -1.725
C -2.661 1.817 -0.716
C -2.155 0.367 -0.794
P -1.310 -0.216 0.696
Cl -3.302 -1.219 1.422
C -0.530 -1.884 0.541
O -0.342 -2.164 -0.832
C 0.708 -3.092 -1.024
O 0.113 0.595 0.195
C 1.265 0.650 1.017
C 2.529 0.287 0.251
C 3.659 0.036 1.262
C 2.945 1.315 -0.807
C 1.867 1.521 -1.871
C 3.396 2.653 -0.231
B -1.444 0.725 2.427
N -1.278 2.108 2.450
O -1.683 0.022 3.584
H -0.947 6.583 -1.941
H -1.342 6.488 -0.215
H -2.529 7.137 -1.351
H -0.460 4.287 -1.519
H -1.369 3.994 -0.035
H -2.765 3.109 -2.428
H -1.228 2.271 -2.273
H -3.728 1.781 -0.908
H -2.574 2.240 0.281
H -2.947 -0.323 -1.047
H -1.396 0.279 -1.557
H -1.169 -2.629 1.005
H 0.429 -1.899 1.061
H 0.811 -3.266 -2.090
H 1.656 -2.719 -0.640
H 0.487 -4.047 -0.547
H 1.176 -0.043 1.863
H 1.356 1.650 1.445
H 2.313 -0.654 -0.252
H 3.826 -1.024 1.416
H 3.420 0.473 2.231
H 4.589 0.485 0.938
H 3.817 0.887 -1.302
H 2.282 1.862 -2.806
H 1.304 0.607 -2.020
H 1.175 2.281 -1.519
H 4.444 2.640 0.054
H 3.293 3.420 -0.995
H 2.799 2.975 0.618
H -0.904 2.551 1.622
H -0.911 2.507 3.303
H -2.615 0.040 3.828
O -1.784 -4.166 2.977
H -1.176 -3.945 3.691
H -2.351 -3.384 2.905
O 5.825 -1.082 -0.794
H 6.748 -1.290 -0.627
H 5.457 -1.889 -1.168
O -6.659 -2.073 0.718
H -5.711 -2.205 0.843
H -6.957 -2.849 0.235
O -0.581 -1.725 5.680
H 0.054 -1.135 6.094
H -1.219 -1.138 5.255
O -0.278 -0.867 -3.749
H 0.410 -0.203 -3.872
H -0.125 -1.212 -2.860
O -2.180 1.731 -4.641
H -2.768 2.327 -5.118
H -2.268 0.874 -5.072
O -3.362 -2.413 4.943
H -2.632 -2.949 5.272
H -4.041 -3.050 4.699
O 3.002 -4.739 0.495
H 3.007 -5.678 0.274
H 2.260 -4.642 1.100
O 1.570 2.111 -4.968
H 1.779 2.511 -5.817
H 0.609 1.986 -4.988
O 2.524 -7.965 0.618
H 2.540 -8.896 0.379
H 1.779 -7.878 1.220

Löwdin population analysis, charges in e, atoms 1 to 6: atom 1 (C): -0.123, atom 2 (O): -0.186, atom 3 (C): -0.230, atom 4 (C): -0.152, atom 5 (C): -0.184, atom 6 (C): -0.283